# C34H40BBr2Cl6F3N3O7

4 unconnected molecules or ions with the total composition C34H40BBr2Cl6F3N3O7 (the ωB97M-V functional and the def2-TZVPD basis, OMol25).

```
96
Properties=species:S:1:pos:R:3:mulliken_charge:R:1
C 7.14 -1.81 0.78 -0.913
C 5.93 -2.83 0.53 -0.016
O 5.10 -2.53 -0.61 -0.437
C 4.30 -1.35 -0.32 -0.721
C 2.79 -1.43 -0.81 -0.539
C 1.65 -1.48 0.35 1.860
O 2.09 -1.91 1.63 -0.752
B 2.37 -3.31 1.77 1.005
O 3.06 -4.15 0.82 -0.494
O 1.97 -3.96 3.02 -0.609
C 0.43 -2.26 -0.32 -0.267
C -0.81 -2.68 0.57 -1.369
C -1.12 -1.86 1.89 0.146
C -2.42 -2.33 2.71 0.423
F -2.09 -2.38 4.12 -0.319
Br -3.27 -3.98 2.03 -0.026
C -3.54 -1.16 2.59 0.299
F -3.09 0.08 3.11 -0.203
F -3.92 -1.04 1.20 -0.149
Br -5.20 -1.70 3.55 -0.037
N -0.14 -1.56 -1.54 0.098
C -0.52 -0.16 -1.19 -0.467
N -1.79 0.16 -1.36 -0.052
C -2.29 1.51 -1.00 -0.264
C -3.58 1.85 -1.94 0.212
O -4.58 2.43 -1.48 -0.450
O -3.54 1.51 -3.33 -0.443
N 0.54 0.66 -0.66 -0.020
C 1.21 0.08 0.54 -0.340
C 2.45 1.06 0.87 -1.442
O 3.06 0.82 2.16 -0.233
C 2.68 1.90 3.05 -0.287
H 7.84 -2.32 1.54 0.362
H 6.78 -0.86 1.32 0.157
H 7.78 -1.59 -0.14 0.256
H 6.40 -3.88 0.41 0.389
H 5.33 -2.88 1.52 0.031
H 4.38 -1.09 0.79 0.383
H 4.81 -0.48 -0.88 0.215
H 2.71 -2.38 -1.48 0.304
H 2.63 -0.56 -1.55 0.507
H 2.48 -4.43 0.09 0.314
H 1.09 -4.37 2.86 0.310
H 0.87 -3.23 -0.76 -0.116
H -1.75 -2.69 -0.09 0.370
H -0.65 -3.78 0.88 0.582
H -0.24 -1.78 2.64 0.260
H -1.36 -0.77 1.57 -0.189
H 0.53 -1.57 -2.33 0.509
H -2.45 -0.54 -1.75 0.515
H -1.56 2.36 -1.18 0.349
H -2.69 1.47 0.07 0.289
H -3.37 0.55 -3.45 0.325
H 0.33 1.66 -0.58 0.491
H 0.50 0.23 1.43 -0.051
H 1.99 2.12 0.93 0.770
H 3.21 1.13 0.00 0.022
H 3.30 2.84 2.81 -0.185
H 1.55 2.10 3.07 0.281
H 2.95 1.56 4.12 0.263
Cl 4.82 4.24 1.39 -0.180
C 5.37 5.02 2.84 0.311
C 5.88 4.31 3.92 0.328
Cl 6.02 2.58 3.91 -0.143
C 6.30 4.99 5.06 -0.436
C 6.21 6.37 5.12 -0.482
C 5.71 7.09 4.04 -0.472
C 5.29 6.41 2.90 -0.449
H 6.69 4.44 5.91 0.408
H 6.54 6.90 6.01 0.370
H 5.64 8.17 4.08 0.370
H 4.90 6.97 2.06 0.393
Cl 0.82 -4.65 -2.99 -0.194
C -0.76 -5.03 -3.59 0.255
C -0.97 -6.06 -4.51 0.349
Cl 0.31 -7.03 -5.12 -0.182
C -2.26 -6.32 -4.96 -0.507
C -3.34 -5.57 -4.49 -0.447
C -3.12 -4.55 -3.57 -0.864
C -1.84 -4.29 -3.12 0.057
H -2.44 -7.11 -5.68 0.417
H -4.34 -5.78 -4.85 0.385
H -3.96 -3.97 -3.20 0.380
H -1.67 -3.49 -2.40 0.374
Cl -8.90 5.91 -5.44 -0.193
C -8.78 5.08 -3.93 0.302
C -9.78 5.13 -2.97 0.204
Cl -11.25 6.02 -3.21 -0.188
C -9.62 4.45 -1.76 -0.375
C -8.47 3.71 -1.52 -0.609
C -7.47 3.66 -2.49 -0.111
C -7.62 4.34 -3.69 -0.525
H -10.40 4.48 -1.01 0.393
H -8.35 3.18 -0.58 0.369
H -6.57 3.08 -2.30 0.385
H -6.84 4.29 -4.44 0.399
```

Results
HOMO level: -10.456 eV
E_LUMO: -4.15 eV
Charge: +1
Frontier orbital gap: 6.30 eV
Total energy: -278750.0214 eV



# C7H15B

C7H15B in the gas phase (the ωB97M-V functional and the def2-TZVPD basis, OMol25).

```
23
Properties=species:S:1:pos:R:3:mulliken_charge:R:1
B -0.15 2.20 0.28 0.205
C -0.74 -1.62 0.18 -0.737
C 0.82 -1.50 0.02 -0.569
C -0.02 0.74 -0.30 -0.751
C -1.27 -0.10 0.28 0.269
C 1.17 -0.09 0.34 0.310
C -2.60 0.06 -0.38 -1.283
C 2.53 0.25 -0.20 -1.445
H -0.50 3.04 -0.41 -0.065
H 0.36 2.47 1.39 -0.045
H -1.12 -2.16 -0.71 0.311
H -1.03 -2.02 1.17 0.331
H 1.35 -2.08 0.85 0.315
H 1.24 -1.74 -1.03 0.274
H 0.27 0.74 -1.28 0.209
H -1.23 0.15 1.40 0.382
H 1.17 0.16 1.41 0.353
H -2.56 -0.23 -1.54 0.261
H -2.85 1.20 -0.33 0.275
H -3.53 -0.33 0.02 0.386
H 2.52 0.01 -1.40 0.279
H 3.30 -0.40 0.33 0.327
H 2.86 1.24 -0.08 0.408
```

Results
HOMO level (spin up / spin down): -5.469 / -10.323 eV
E_LUMO (spin up / spin down): 0.92 / -4.00 eV
ΔE to the lowest compared entry with this formula, charge and spin: 139.9 kJ/mol
Frontier orbital gap (spin up / spin down): 6.39 / 6.32 eV
Total energy: -8171.5165 eV
Spin multiplicity: 3



# H3O4PSi

2 unconnected molecules or ions with the total composition H3O4PSi (the ωB97M-V functional and the def2-TZVPD basis, OMol25).

```
9
Properties=species:S:1:pos:R:3:mulliken_charge:R:1
O 1.37 -1.92 -1.34 -0.927
O -0.83 0.14 -1.69 -0.633
O -1.33 -1.59 0.13 -0.690
O 0.95 2.21 1.16 -0.745
Si -0.09 1.07 1.06 0.217
P -0.35 -0.55 -0.46 0.814
H 1.86 -1.29 -1.87 0.208
H -1.51 1.63 0.57 -0.112
H -0.07 0.30 2.44 -0.132
```

Results
HOMO level: -0.679 eV
E_LUMO: 7.06 eV
ΔE to the lowest compared entry with this formula, charge and spin: 178.8 kJ/mol
Charge: -2
Frontier orbital gap: 7.74 eV
Total energy: -25405.5003 eV



# C4H7NO

C4H7NO in the gas phase (the ωB97M-V functional and the def2-TZVPD basis, OMol25).

```
13
Properties=species:S:1:pos:R:3:mulliken_charge:R:1
C -0.70 -0.70 0.71 -0.789
C 0.36 2.25 -1.03 -0.567
C 0.16 0.51 0.89 -0.336
C 0.23 1.41 -0.05 -0.082
N 0.08 -1.73 -0.11 -0.617
O 0.47 -1.32 -1.31 -0.352
H -1.59 -0.44 0.12 0.390
H -0.98 -1.15 1.66 0.439
H -0.23 3.15 -1.11 0.238
H 1.07 2.04 -1.82 0.245
H 0.78 0.57 1.77 0.387
H -0.55 -2.56 -0.18 0.447
H 0.89 -2.02 0.47 0.596
```

Results
HOMO level (spin up / spin down): -3.881 / -8.626 eV
E_LUMO (spin up / spin down): 0.89 / -3.42 eV
ΔE to the lowest compared entry with this formula, charge and spin: 411.4 kJ/mol
Frontier orbital gap (spin up / spin down): 4.77 / 5.20 eV
Total energy: -7789.5744 eV
Spin multiplicity: 3



# C23H43N4O8

5 unconnected molecules or ions with the total composition C23H43N4O8 (the ωB97M-V functional and the def2-TZVPD basis, OMol25).

```
78
Properties=species:S:1:pos:R:3:mulliken_charge:R:1
N 3.39 -4.03 1.44 -0.685
C 3.81 -3.60 0.09 1.438
N 4.82 -4.56 -0.43 -0.650
N 4.50 -2.31 0.27 -0.683
C 2.62 -3.35 -0.88 -1.728
N 1.29 -3.62 -0.28 0.267
C 0.33 -3.92 -1.40 -0.600
C -0.86 -4.66 -0.73 -0.745
C -1.43 -3.90 0.53 -0.839
C -0.83 -2.45 0.52 -0.287
C 0.72 -2.41 0.41 -0.749
H 4.25 -4.13 1.96 0.340
H 3.07 -4.99 1.33 0.283
H 4.50 -5.06 -1.26 0.222
H 5.02 -5.29 0.25 0.259
H 4.67 -1.87 -0.63 0.162
H 5.36 -2.50 0.76 0.310
H 2.81 -3.93 -1.80 0.461
H 2.66 -2.30 -1.19 0.355
H 1.25 -4.44 0.32 0.538
H 0.04 -3.01 -1.94 0.376
H 0.76 -4.63 -2.12 0.409
H -1.62 -4.96 -1.46 0.432
H -0.42 -5.61 -0.34 0.274
H -1.20 -4.41 1.48 0.290
H -2.52 -3.89 0.44 0.384
H -1.23 -1.85 1.36 0.238
H -1.23 -1.98 -0.40 0.290
H 0.97 -1.50 -0.15 0.259
H 1.15 -2.28 1.41 0.427
O -0.78 -1.42 3.40 -0.628
C -0.50 -0.25 3.46 0.585
O -0.84 0.64 2.50 -0.295
C -0.27 1.93 2.82 0.010
C -0.02 1.89 4.31 -0.579
C 0.29 0.42 4.55 -0.521
H 0.66 2.05 2.25 0.223
H -0.96 2.72 2.54 -0.044
H 0.78 2.57 4.63 0.392
H -0.93 2.17 4.85 0.285
H 1.35 0.20 4.41 0.238
H -0.04 0.09 5.53 0.340
O -2.90 4.06 1.90 -0.617
C -2.49 4.63 0.92 0.620
O -1.19 4.61 0.52 -0.344
C -1.03 5.47 -0.62 -0.472
C -2.41 5.59 -1.24 -0.566
C -3.31 5.48 -0.02 -0.194
H -0.64 6.43 -0.28 0.267
H -0.31 5.03 -1.31 0.327
H -2.55 6.51 -1.81 0.348
H -2.59 4.75 -1.90 0.268
H -3.48 6.45 0.45 0.293
H -4.25 5.00 -0.26 0.064
O -9.01 2.84 -0.74 -0.566
C -7.97 2.55 -0.25 0.442
O -6.96 3.43 -0.06 -0.345
C -5.80 2.75 0.45 -0.113
C -6.34 1.48 1.09 -0.501
C -7.55 1.17 0.22 -0.370
H -5.12 2.54 -0.38 0.140
H -5.29 3.38 1.18 0.166
H -5.61 0.67 1.13 0.307
H -6.67 1.69 2.11 0.289
H -7.28 0.57 -0.66 0.242
H -8.35 0.69 0.78 0.298
O 6.04 -1.40 -2.09 -0.605
C 5.60 -0.52 -2.78 0.537
O 4.33 -0.06 -2.67 -0.310
C 4.08 0.92 -3.70 -0.450
C 5.45 1.42 -4.11 -0.516
C 6.32 0.19 -3.90 -0.486
H 3.55 0.42 -4.52 0.282
H 3.45 1.71 -3.31 0.298
H 5.48 1.80 -5.13 0.335
H 5.77 2.22 -3.44 0.280
H 6.34 -0.46 -4.77 0.280
H 7.33 0.45 -3.60 0.317
```

Results
HOMO level: -11.499 eV
E_LUMO: -2.25 eV
Charge: +1
Frontier orbital gap: 9.25 eV
Total energy: -46883.7382 eV



# C5H14

2 unconnected molecules or ions with the total composition C5H14 (the ωB97M-V functional and the def2-TZVPD basis, OMol25).

```
19
Properties=species:S:1:pos:R:3:mulliken_charge:R:1
C 0.11 2.52 0.86 -3.430
C 0.08 2.56 -0.67 0.239
H 0.82 3.20 1.34 0.725
H -0.89 2.76 1.21 0.224
H 0.35 1.53 1.26 0.907
H -0.60 3.35 -1.01 0.459
H -0.29 1.63 -1.11 -0.708
H 1.03 2.82 -1.13 0.467
C 0.42 -1.39 0.03 2.731
C 0.11 -2.56 0.98 -2.735
C -0.52 -1.45 -1.16 -2.198
H 0.34 -0.46 0.57 -1.816
H 1.46 -1.47 -0.31 0.660
H -0.22 -3.44 0.43 0.505
H -0.71 -0.50 -1.66 0.920
H -0.16 -2.12 -1.95 0.344
H -0.78 -2.30 1.57 0.672
H 0.95 -2.80 1.65 0.890
H -1.50 -1.87 -0.91 0.144
```

Results
HOMO level (spin up / spin down): 1.546 / -7.744 eV
E_LUMO (spin up / spin down): 4.16 / 4.38 eV
ΔE to the lowest compared entry with this formula, charge and spin: 18.2 kJ/mol
Charge: -1
Frontier orbital gap (spin up / spin down): 2.61 / 12.13 eV
Total energy: -5410.3203 eV
Spin multiplicity: 2